Entry 1:
ORCA calculation (ωB97M-V/def2-TZVPD) on a 5-piece molecular cluster, C3H16N2O5 overall in a non-equilibrium geometry.

Cartesian coordinates (Å):
O -2.689 -1.628 -0.471
C -1.812 -0.803 -0.636
N -0.653 -0.901 0.103
C -0.386 -2.042 0.968
N 1.035 -2.378 1.050
C -1.756 0.228 -1.698
H 0.179 -0.352 -0.109
H -0.809 -1.845 1.972
H -0.906 -2.916 0.573
H 1.190 -3.147 0.413
H 1.607 -1.626 0.684
H -0.845 0.153 -2.307
H -2.676 0.264 -2.281
H -1.555 1.267 -1.385
H 1.698 0.505 -1.333
H 2.422 -0.681 -1.947
O 1.734 -0.479 -1.306
H 0.834 -0.165 2.322
H 0.058 0.726 3.266
O 0.802 0.748 2.649
H 0.076 1.914 1.516
H -0.891 3.132 1.088
O -0.225 2.519 0.799
H 0.500 2.373 -0.894
H 1.811 2.956 -1.544
O 1.254 2.178 -1.490

Values from the calculation:
- Multiplicity: 1
- SMILES string: CC(=O)NCN.O.O.O.O
- ΔE to the lowest compared entry with this formula, charge and spin: 11.0 kcal per mole
- LUMO: 0.338 eV
- Net charge: 0
- Kohn-Sham gap: 0.3518 Eh
- E_tot: -609.63202 hartree

=====

Entry 2:
ORCA calculation (ωB97M-V/def2-TZVPD) on a 4-piece molecular cluster, C3H16NO3 overall in a non-equilibrium geometry.

Cartesian coordinates (Å):
C 1.939 -2.444 0.262
C 2.072 -0.994 -0.150
N 0.760 -0.333 -0.337
C 0.900 1.067 -0.837
H 1.282 -3.042 -0.407
H 2.943 -2.932 0.113
H 1.572 -2.638 1.261
H 2.594 -0.508 0.684
H 2.689 -0.900 -1.063
H 0.168 -0.347 0.523
H 0.263 -0.858 -1.012
H 0.829 1.798 0.007
H 0.014 1.381 -1.352
H 1.749 1.225 -1.413
H -1.573 1.589 1.269
H -0.838 1.120 2.394
O -1.002 0.793 1.512
H -2.139 -2.175 -1.187
H -1.271 -2.141 -2.557
O -1.417 -1.636 -1.714
H -2.675 3.620 0.342
H -1.772 3.672 1.750
O -2.409 3.054 1.121

Values from the calculation:
- Multiplicity: 2
- ΔE to the lowest compared entry with this formula, charge and spin: 16.1 kcal per mole
- LUMO (spin up / spin down): -7.369 / -15.494 eV
- Net charge: +2
- Kohn-Sham gap (spin up / spin down): 0.4388 / 0.1184 Eh
- E_tot: -403.56336 hartree

=====

Entry 3:
ORCA calculation (ωB97M-V/def2-TZVPD) on a 4-piece molecular cluster, C3H16NO4 overall in a non-equilibrium geometry.

Cartesian coordinates (Å):
C 0.389 0.930 0.278
C -0.964 0.559 0.933
C -1.096 -0.969 0.744
O -2.239 -1.386 1.383
N 0.689 2.403 0.240
H 0.417 0.471 -0.736
H 1.137 0.400 0.887
H -1.058 0.855 2.002
H -1.791 1.046 0.343
H -1.025 -1.270 -0.309
H -0.218 -1.394 1.306
H -2.541 -2.302 1.440
H 0.273 2.828 -0.593
H 1.697 2.542 0.061
H 0.379 2.831 1.094
H 1.430 -1.735 -1.170
H 0.970 -1.707 -2.711
O 0.998 -1.228 -1.878
H -1.045 2.468 -2.773
H -1.001 1.007 -2.246
O -0.879 1.922 -1.967
H 3.227 -2.001 1.412
H 2.067 -2.835 0.902
O 2.405 -1.933 0.909

Values from the calculation:
- Multiplicity: 1
- ΔE to the lowest compared entry with this formula, charge and spin: 23.2 kcal per mole
- LUMO: -3.024 eV
- Net charge: +1
- Kohn-Sham gap: 0.3732 Eh
- E_tot: -479.36301 hartree

=====

Entry 4:
ORCA calculation (ωB97M-V/def2-TZVPD) on a 5-piece molecular cluster, C3H16O4S overall in a non-equilibrium geometry.

Cartesian coordinates (Å):
C -0.957 1.289 1.612
C -0.853 0.508 0.296
S -2.342 0.207 -0.718
C -3.242 -0.968 0.439
H -0.097 1.098 2.264
H -0.995 2.342 1.325
H -1.886 0.948 2.063
H -0.042 0.875 -0.329
H -0.593 -0.518 0.607
H -2.407 -1.629 0.640
H -4.137 -1.229 -0.113
H -3.561 -0.320 1.232
H 2.945 0.114 0.132
H 2.966 0.214 -1.326
O 2.670 0.715 -0.563
H -0.036 -1.173 -2.089
H -0.159 -2.524 -1.595
O 0.532 -1.845 -1.678
H 2.642 -2.150 1.383
H 4.033 -1.833 0.806
O 3.409 -1.572 1.499
H 1.310 2.318 -1.521
H 0.134 2.227 -2.413
O 0.668 2.905 -1.954

Values from the calculation:
- Multiplicity: 1
- SMILES string: CCSC.O.O.O.O
- ΔE to the lowest compared entry with this formula, charge and spin: 30.6 kcal per mole
- LUMO: 0.235 eV
- Net charge: 0
- Kohn-Sham gap: 0.3273 Eh
- E_tot: -823.01210 hartree